{
  "formula": "C22H27N3O4S",
  "method": "wB97M-V/def2-TZVPD",
  "symbols": ["S", "O", "O", "O", "O", "N", "N", "N", "C", "C", "C", "C", "C", "C", "C", "C", "C", "C", "C", "C", "C", "C", "C", "C", "C", "C", "C", "C", "C", "C", "H", "H", "H", "H", "H", "H", "H", "H", "H", "H", "H", "H", "H", "H", "H", "H", "H", "H", "H", "H", "H", "H", "H", "H", "H", "H", "H"],
  "coordinates": [[3.294129, -1.304241, 0.128549], [3.892676, -2.287833, -0.724518], [3.605441, -1.333452, 1.531563], [-7.707441, 2.619647, -1.048881], [-3.480340, -0.843702, 1.375872], [-2.589886, -1.324093, -0.664266], [3.642924, 0.180582, -0.567231], [-6.498417, 1.185515, 0.184229], [1.001678, -1.561333, -1.326162], [7.840362, 0.229546, -0.347252], [-7.637439, 1.862635, -0.098393], [7.765704, 2.610734, -0.598305], [-3.623249, -1.090261, 0.201302], [-0.366798, -1.556469, -1.502861], [-8.806779, 1.654978, 0.841528], [6.571421, 2.646300, 0.099636], [-5.367926, 1.292732, -0.711569], [3.531144, 1.348129, 0.277709], [-1.216880, -1.312449, -0.420022], [0.697130, -1.088353, 1.011582], [-5.180242, -0.019167, -1.473393], [-6.127592, -1.204705, 0.525194], [6.648467, 0.266112, 0.355800], [-6.315361, 0.164780, 1.187552], [4.678369, 1.496148, 1.293996], [-0.675985, -1.077296, 0.843291], [-4.981695, -1.186694, -0.493040], [6.002579, 1.476233, 0.587067], [8.401325, 1.401664, -0.825661], [1.523225, -1.327788, -0.068044], [-9.619787, 2.293560, 0.507023], [-5.918828, -1.945245, 1.297853], [-7.048701, -1.487016, 0.010615], [-4.994489, -2.130322, -1.052555], [-2.838492, -1.537325, -1.620943], [6.077686, 3.592081, 0.274606], [-4.333119, 0.075233, -2.155050], [-5.418111, 0.401906, 1.767566], [-5.569791, 2.112099, -1.403794], [-4.470642, 1.521637, -0.126184], [-0.786682, -1.743992, -2.481088], [6.213063, -0.648147, 0.734568], [4.619376, 0.665911, 1.997666], [9.332852, 1.374036, -1.371519], [8.331870, -0.716373, -0.520298], [1.141211, -0.926672, 1.981034], [-1.330581, -0.894655, 1.678578], [1.678303, -1.755257, -2.142165], [4.543254, 2.434951, 1.833826], [3.494053, 2.225803, -0.375696], [4.525250, 0.133020, -1.058123], [8.201410, 3.528319, -0.966334], [-7.164936, 0.131189, 1.865672], [-6.075633, -0.207220, -2.069701], [2.577541, 1.260886, 0.803033], [-8.537626, 1.928792, 1.858886], [-9.141578, 0.620302, 0.822961]],
  "forces_ev_per_angstrom": [[-0.1, 0.4, -0.5], [-0.1, 0.1, -0.2], [-0.3, 0.1, 0.0], [-0.2, 0.2, -0.3], [0.1, 0.0, 0.3], [0.1, -0.1, -0.4], [-0.1, -0.9, 0.1], [0.4, 0.0, 0.0], [-0.1, -0.1, -0.1], [0.1, -0.1, -0.1], [-0.2, 0.0, 0.2], [0.0, 0.1, -0.1], [-0.3, -0.2, -0.5], [0.1, 0.0, 0.1], [0.0, 0.2, -0.2], [0.0, 0.0, 0.0], [0.0, 0.1, -0.4], [-0.1, 0.3, 0.5], [0.3, 0.1, 0.2], [0.1, 0.0, 0.0], [0.0, 0.1, 0.1], [0.3, 0.1, 0.1], [0.0, 0.0, 0.0], [-0.1, -0.3, 0.2], [-0.1, 0.0, -0.1], [-0.2, 0.0, 0.1], [-0.2, 0.0, 0.1], [0.0, 0.0, 0.2], [0.1, 0.0, 0.0], [0.6, 0.0, 0.3], [0.0, 0.0, 0.0], [-0.1, 0.0, 0.0], [0.0, 0.0, 0.0], [0.0, 0.1, 0.0], [-0.1, 0.1, 0.2], [-0.1, 0.1, 0.0], [0.0, 0.0, -0.1], [-0.2, 0.0, 0.0], [0.1, -0.1, 0.1], [0.0, 0.0, 0.0], [0.0, 0.0, -0.1], [0.0, -0.1, 0.1], [0.0, 0.2, 0.0], [0.1, 0.0, 0.0], [0.0, -0.1, 0.0], [0.0, 0.0, 0.1], [0.0, 0.0, 0.0], [0.0, 0.0, -0.2], [0.0, 0.0, 0.0], [-0.1, -0.1, 0.1], [0.2, -0.2, -0.1], [0.0, 0.1, 0.0], [0.0, 0.0, 0.0], [0.0, 0.0, 0.0], [0.0, 0.2, 0.0], [0.0, -0.1, 0.1], [0.0, -0.1, 0.1]],
  "lowdin_charge": [0.6473, -0.2885, -0.2931, 0.0427, 0.0876, 0.1368, -0.1270, -0.0634, -0.0502, -0.0750, -0.5026, -0.0862, -0.4237, -0.0067, 0.0021, -0.0452, -0.1264, -0.2192, -0.2032, -0.0443, -0.1162, -0.1138, -0.0495, -0.1432, -0.1397, 0.0126, -0.2322, -0.2458, -0.0942, -0.2881, 0.0836, 0.1219, 0.1226, 0.1475, 0.1405, 0.1117, 0.1111, 0.1218, 0.1232, 0.1354, 0.1141, 0.1089, 0.0992, 0.0997, 0.1049, 0.1163, 0.1027, 0.1185, 0.1186, 0.1245, 0.0996, 0.1009, 0.1127, 0.1283, 0.1145, 0.0840, 0.0813],
  "largest_force_ev_per_a": 1.0,
  "smiles": "CC(=O)N1CCC(C(=O)Nc2ccc(S(=O)(=O)NCCc3ccccc3)cc2)CC1",
  "multiplicity": 1,
  "relative_energy_kcal_mol": 13.8,
  "e_tot_ev": -46749.06679,
  "e_lumo_ha": 0.01337
}